{
  "formula": "C56H155N11O22",
  "method": "the ωB97M-V functional and the def2-TZVPD basis",
  "energy_ev": -122009.7827,
  "homo_ha": -0.3148,
  "homo_lumo_gap_ha": 0.33534,
  "e_above_lowest_kj_mol": 0.0,
  "symbols": ["C", "C", "C", "O", "C", "N", "H", "H", "H", "H", "H", "H", "H", "H", "H", "H", "H", "C", "C", "C", "O", "C", "N", "H", "H", "H", "H", "H", "H", "H", "H", "H", "H", "H", "C", "C", "C", "O", "C", "N", "H", "H", "H", "H", "H", "H", "H", "H", "H", "H", "H", "C", "C", "C", "O", "C", "N", "H", "H", "H", "H", "H", "H", "H", "H", "H", "H", "H", "C", "C", "C", "O", "C", "N", "H", "H", "H", "H", "H", "H", "H", "H", "H", "H", "H", "C", "O", "C", "C", "N", "C", "C", "O", "C", "H", "H", "H", "H", "H", "H", "H", "H", "H", "H", "H", "H", "H", "H", "H", "C", "O", "C", "C", "N", "C", "C", "O", "C", "H", "H", "H", "H", "H", "H", "H", "H", "H", "H", "H", "H", "H", "H", "H", "C", "O", "C", "C", "N", "C", "C", "O", "C", "H", "H", "H", "H", "H", "H", "H", "H", "H", "H", "H", "H", "H", "H", "H", "C", "O", "C", "C", "N", "C", "C", "O", "C", "H", "H", "H", "H", "H", "H", "H", "H", "H", "H", "H", "H", "H", "H", "H", "C", "O", "C", "C", "N", "C", "C", "O", "C", "H", "H", "H", "H", "H", "H", "H", "H", "H", "H", "H", "H", "H", "H", "H", "C", "O", "C", "C", "N", "C", "C", "O", "C", "H", "H", "H", "H", "H", "H", "H", "H", "H", "H", "H", "H", "H", "H", "H", "O", "H", "H", "O", "H", "H", "O", "H", "H", "O", "H", "H", "O", "H", "H"],
  "coordinates": [[-3.743, -5.952, -2.092], [-3.555, -4.561, -1.465], [-4.836, -3.783, -1.351], [-4.525, -2.471, -0.803], [-5.733, -1.643, -0.823], [-3.086, -4.742, -0.100], [-4.598, -6.368, -1.577], [-2.894, -6.651, -2.053], [-4.058, -5.707, -3.112], [-2.831, -3.993, -2.093], [-5.512, -4.260, -0.676], [-5.311, -3.722, -2.338], [-5.595, -0.663, -0.358], [-6.593, -2.154, -0.367], [-5.918, -1.459, -1.885], [-2.914, -3.819, 0.273], [-2.161, -5.208, -0.035], [2.968, -1.931, -2.240], [2.762, -1.824, -3.727], [1.411, -2.370, -4.122], [1.177, -3.650, -3.508], [-0.200, -4.056, -3.659], [2.961, -0.443, -4.253], [2.840, -2.903, -1.940], [2.210, -1.237, -1.735], [4.019, -1.700, -2.058], [3.519, -2.449, -4.247], [1.413, -2.530, -5.223], [0.626, -1.637, -3.851], [-0.306, -5.075, -3.255], [-0.499, -3.985, -4.727], [-0.870, -3.346, -3.170], [2.911, -0.423, -5.276], [2.184, 0.118, -3.851], [-6.700, 3.854, 1.898], [-6.242, 3.401, 0.547], [-5.082, 4.251, -0.168], [-5.500, 5.571, -0.333], [-4.535, 6.455, -0.820], [-5.690, 1.990, 0.668], [-6.872, 4.958, 1.994], [-6.028, 3.549, 2.629], [-7.669, 3.386, 2.105], [-7.090, 3.390, -0.133], [-5.029, 3.737, -1.095], [-4.156, 4.187, 0.444], [-4.516, 6.528, -1.933], [-3.577, 6.171, -0.407], [-4.692, 7.519, -0.547], [-5.011, 1.996, 1.440], [-6.458, 1.424, 0.993], [-2.160, 1.503, 1.661], [-0.842, 0.913, 2.005], [-0.131, 0.299, 0.739], [-0.875, -0.801, 0.251], [-0.140, -1.654, -0.621], [0.054, 1.869, 2.650], [-2.716, 0.887, 0.979], [-1.912, 2.444, 1.117], [-2.647, 1.799, 2.570], [-1.063, 0.143, 2.726], [0.961, -0.022, 0.962], [-0.061, 1.059, -0.056], [0.167, -1.138, -1.525], [-0.821, -2.410, -0.992], [0.771, -1.929, -0.115], [-0.525, 2.286, 3.410], [0.858, 1.465, 3.079], [0.804, 5.657, -0.565], [1.669, 4.478, -0.942], [2.980, 4.989, -1.498], [2.822, 5.988, -2.500], [4.120, 6.391, -2.925], [2.016, 3.530, 0.087], [-0.219, 5.438, -0.279], [0.757, 6.364, -1.402], [1.343, 6.276, 0.142], [1.124, 3.984, -1.722], [3.629, 4.253, -1.956], [3.541, 5.362, -0.669], [4.016, 7.377, -3.418], [4.427, 5.655, -3.631], [4.735, 6.534, -2.036], [2.634, 3.896, 0.773], [1.247, 2.989, 0.487], [1.760, -3.306, 8.424], [1.955, -3.955, 7.178], [3.258, -3.750, 6.667], [3.520, -4.383, 5.338], [2.808, -3.685, 4.261], [2.689, -4.581, 3.159], [1.937, -4.003, 1.943], [0.554, -3.946, 2.240], [-0.128, -5.216, 2.083], [2.117, -2.241, 8.405], [2.275, -3.830, 9.276], [0.688, -3.315, 8.633], [3.916, -4.266, 7.413], [3.506, -2.673, 6.602], [3.228, -5.407, 5.391], [4.591, -4.324, 5.194], [1.963, -3.275, 4.624], [2.277, -5.558, 3.380], [3.719, -4.759, 2.778], [2.084, -4.558, 1.051], [2.176, -2.904, 1.857], [-1.209, -4.938, 2.069], [0.176, -5.950, 2.850], [0.188, -5.694, 1.127], [2.181, 1.293, 5.396], [2.534, 1.506, 3.983], [2.953, 0.282, 3.353], [4.390, -0.079, 3.610], [4.710, -1.375, 3.023], [6.058, -1.811, 3.260], [6.371, -3.009, 2.348], [7.591, -3.576, 2.625], [7.941, -4.712, 1.913], [1.470, 2.104, 5.656], [3.096, 1.461, 5.979], [1.725, 0.295, 5.511], [2.927, 0.510, 2.290], [2.316, -0.615, 3.592], [4.575, -0.099, 4.673], [5.054, 0.685, 3.292], [4.089, -2.067, 3.461], [6.164, -2.122, 4.333], [6.753, -0.985, 3.058], [6.407, -2.563, 1.285], [5.555, -3.721, 2.520], [8.293, -4.415, 0.823], [7.032, -5.367, 1.835], [8.733, -5.221, 2.460], [-3.837, -3.248, -12.930], [-3.854, -3.507, -11.500], [-2.591, -4.154, -11.179], [-2.555, -4.523, -9.739], [-2.684, -3.390, -8.850], [-2.501, -3.605, -7.483], [-2.900, -2.435, -6.650], [-2.859, -2.861, -5.342], [-3.028, -1.819, -4.406], [-4.785, -2.732, -13.136], [-3.665, -4.171, -13.421], [-3.060, -2.586, -13.176], [-1.709, -3.595, -11.426], [-2.475, -5.106, -11.785], [-1.575, -5.009, -9.527], [-3.296, -5.317, -9.452], [-3.556, -2.992, -9.099], [-1.443, -3.770, -7.332], [-2.957, -4.451, -7.028], [-3.896, -2.133, -6.757], [-2.304, -1.510, -6.767], [-3.120, -2.217, -3.323], [-3.906, -1.191, -4.611], [-2.110, -1.209, -4.524], [-4.602, 1.015, -3.182], [-3.546, 1.857, -3.708], [-2.847, 2.355, -2.523], [-1.981, 3.550, -2.956], [-1.024, 3.188, -4.011], [-0.286, 4.263, -4.678], [0.534, 3.736, -5.821], [1.335, 4.881, -6.170], [2.272, 4.572, -7.193], [-4.239, 0.139, -2.638], [-5.149, 0.680, -4.064], [-5.254, 1.601, -2.486], [-2.235, 1.512, -1.990], [-3.525, 2.614, -1.687], [-1.520, 3.885, -2.047], [-2.689, 4.357, -3.282], [-1.657, 2.771, -4.684], [0.478, 4.642, -3.994], [-0.949, 5.035, -5.035], [-0.009, 3.415, -6.728], [1.186, 2.920, -5.423], [1.750, 4.803, -8.100], [2.601, 3.523, -7.156], [3.184, 5.162, -6.994], [3.049, 8.240, 2.194], [3.627, 7.061, 2.494], [2.711, 6.127, 3.130], [3.458, 4.834, 3.476], [4.016, 4.085, 2.362], [5.389, 4.265, 2.235], [6.022, 3.290, 1.287], [5.740, 1.951, 1.636], [6.035, 1.018, 0.581], [2.847, 9.000, 2.950], [2.035, 8.033, 1.827], [3.504, 8.742, 1.358], [1.877, 5.843, 2.507], [2.350, 6.575, 4.011], [2.599, 4.297, 3.870], [4.225, 5.035, 4.243], [3.780, 3.131, 2.583], [5.917, 4.172, 3.226], [5.692, 5.266, 1.910], [7.118, 3.411, 1.375], [5.689, 3.555, 0.264], [5.508, 1.256, -0.390], [5.582, 0.074, 0.863], [7.061, 0.801, 0.427], [-2.851, 3.210, 5.463], [-1.870, 2.184, 5.332], [-2.398, 0.945, 5.710], [-1.258, -0.042, 5.662], [-1.647, -1.481, 5.903], [-0.527, -2.369, 5.538], [-0.936, -3.812, 5.453], [-1.498, -4.240, 6.643], [-1.658, -5.653, 6.739], [-3.084, 3.416, 6.537], [-3.778, 2.894, 5.038], [-2.486, 4.109, 4.933], [-3.302, 0.653, 5.084], [-3.019, 0.955, 6.683], [-0.458, 0.248, 6.318], [-0.810, 0.020, 4.627], [-2.505, -1.787, 5.341], [0.229, -2.290, 6.298], [-0.075, -2.122, 4.512], [-0.043, -4.397, 5.247], [-1.578, -4.047, 4.619], [-1.994, -5.943, 7.742], [-0.731, -6.124, 6.427], [-2.329, -5.908, 5.939], [-1.910, -2.399, 2.173], [-1.785, -1.749, 1.427], [-1.045, -2.739, 2.280], [0.185, 0.727, -2.994], [1.017, 1.053, -2.588], [-0.208, 1.464, -3.498], [2.505, 1.392, -1.691], [3.260, 1.193, -2.251], [2.800, 2.172, -1.177], [-4.246, -1.681, 3.867], [-4.837, -2.401, 4.043], [-3.548, -2.129, 3.354], [-6.363, 0.210, 3.121], [-6.574, 0.303, 4.066], [-5.590, -0.374, 3.061]],
  "atomic_forces_ev_per_a": [[-0.9, 1.3, -0.4], [1.4, -0.9, 0.2], [0.5, 1.2, -0.5], [-1.2, 0.0, -0.2], [0.8, -0.6, -0.7], [1.3, -0.1, 0.6], [-0.2, -0.6, 0.1], [-0.2, 0.6, 0.0], [0.2, -0.7, -0.2], [-0.4, -0.1, 0.3], [-0.5, -0.6, 0.5], [0.0, 0.3, 0.0], [0.5, -0.4, 0.2], [0.3, 0.0, -0.1], [-0.5, 0.1, 0.0], [-0.1, 0.2, 0.5], [-0.9, 0.3, -0.4], [-0.1, 3.2, -0.5], [0.8, -0.3, -1.3], [-0.6, -0.6, -0.5], [-0.8, 0.3, 0.0], [0.8, 0.5, -0.8], [-0.6, -0.2, 1.0], [-0.7, -2.4, 0.8], [1.5, -0.9, -0.4], [-0.2, 0.6, 0.5], [-0.2, 0.2, 0.4], [-0.3, 0.3, 0.3], [0.1, -0.3, 0.0], [0.0, 0.5, -0.2], [0.2, -0.5, 0.4], [0.0, 0.0, 0.4], [-0.2, 0.0, 0.6], [0.5, -0.3, -0.9], [-1.9, 1.9, -0.7], [2.1, -0.4, -0.5], [-1.7, -0.9, 2.0], [-0.8, 0.7, 0.3], [0.3, 0.9, -0.9], [-0.1, 1.4, -0.5], [0.3, -0.8, -0.3], [1.3, -0.5, 1.5], [0.2, 0.0, 0.1], [0.0, -0.1, -0.2], [0.7, -0.3, -1.1], [-0.2, 0.0, -0.4], [0.2, -0.6, 0.5], [0.6, 0.0, -0.2], [-0.5, -0.7, 0.5], [-0.4, -0.1, -0.4], [-0.1, -0.3, 0.2], [1.0, 1.9, -1.1], [1.6, -1.4, -0.6], [1.0, 0.2, 0.8], [-0.3, 0.0, 0.0], [-0.3, 1.1, -0.4], [-1.9, 1.4, -0.2], [-0.6, -0.4, 0.1], [-0.4, -0.3, 0.1], [-0.8, -0.1, 0.4], [0.1, -1.1, 0.0], [-1.6, 0.4, -0.1], [0.0, 0.0, 0.2], [0.0, 0.5, -0.1], [0.1, -0.6, 0.6], [0.2, -0.9, 0.2], [0.9, -0.2, -0.6], [0.5, -0.4, 0.2], [0.4, 1.2, -0.4], [-0.2, 0.2, -0.4], [-0.2, 0.3, -1.1], [-0.2, 0.2, 0.7], [-1.5, 1.3, 0.2], [-0.6, -1.0, -0.8], [0.0, -0.3, 0.4], [-0.2, -0.4, -0.3], [-0.2, 0.0, 0.9], [-0.2, -0.8, -0.6], [-0.1, -1.0, 0.1], [0.6, 0.7, 0.9], [0.0, -0.5, 0.1], [1.1, -0.5, -0.5], [0.5, -0.2, -0.2], [0.4, 0.4, 0.9], [0.3, 0.5, 0.0], [0.3, 0.3, 0.5], [-0.3, 0.4, -0.4], [0.8, -0.3, 1.6], [-0.8, 1.3, 0.2], [0.8, -0.1, 0.8], [0.7, 0.4, -2.5], [-0.3, 2.0, 2.4], [-1.1, -1.0, -0.1], [0.3, 0.6, -0.5], [-0.3, -0.8, -0.1], [-0.2, 0.3, -0.8], [0.1, 0.0, -0.1], [0.1, 0.7, -0.5], [-0.1, -0.2, 0.2], [-0.2, -1.1, 0.0], [0.4, -0.1, -0.3], [-0.6, -0.3, -0.2], [-0.2, -0.4, 0.4], [-0.4, -0.1, 0.3], [0.4, -0.5, -1.0], [0.4, -1.2, -0.4], [0.8, -0.7, 0.2], [-0.5, 0.4, 0.1], [-0.4, 0.5, 0.3], [0.3, 1.0, -1.2], [-0.2, -1.4, 1.2], [0.2, 0.2, -0.6], [0.1, -0.9, 1.1], [-0.9, 0.0, -0.4], [0.7, -0.4, 0.8], [-0.5, 1.7, -1.4], [1.1, 0.4, 1.5], [-0.6, 0.0, -2.2], [0.2, -0.6, -0.1], [-0.3, -0.5, 0.2], [0.3, 0.4, 0.2], [-0.5, -0.2, -0.2], [0.1, 0.9, -0.1], [-0.1, -0.2, 1.0], [0.5, 0.7, -0.9], [0.0, 0.2, -0.3], [0.4, 0.2, -0.6], [-0.1, -0.2, 0.1], [-0.6, -1.0, 1.1], [0.0, -0.2, -0.6], [-0.6, -0.8, 1.9], [0.8, 0.2, -0.1], [0.0, 0.0, -0.2], [-1.6, 0.4, 2.2], [1.8, -0.3, -0.8], [-1.3, -1.4, -0.6], [0.6, -1.4, 1.8], [0.0, 0.3, -2.3], [1.2, 0.4, 0.6], [0.8, 0.9, 0.4], [0.1, -1.1, 2.2], [0.8, -0.1, 1.0], [0.2, -0.6, -0.3], [-0.3, -0.9, -0.9], [1.3, 1.0, -0.3], [0.2, 1.0, -0.2], [-0.4, 0.8, 0.5], [-0.3, 0.3, -0.3], [0.2, 0.4, -0.6], [-1.0, 0.8, 0.2], [0.6, -0.1, 0.2], [-1.0, -1.2, 0.1], [-1.9, 0.5, -1.2], [0.3, -0.4, -0.3], [0.2, 0.5, -1.9], [0.1, -0.2, -0.1], [-0.5, 0.3, 0.6], [-0.2, 0.8, -0.6], [-0.2, -0.3, 2.6], [1.3, -1.2, 0.0], [-1.0, 0.0, 0.0], [-0.8, -0.5, 0.1], [-0.2, -0.9, 0.7], [1.0, 0.6, -0.1], [0.3, -1.0, 0.3], [0.2, 0.1, 1.1], [0.3, 0.1, 0.0], [-0.2, 0.0, 0.2], [0.4, -0.4, -0.6], [-0.6, 1.1, -1.4], [-0.1, 0.3, -0.8], [0.7, 0.4, 0.4], [0.5, -0.4, 0.1], [0.2, -0.2, -0.4], [-0.4, 0.4, 0.1], [-0.2, 0.7, 0.0], [-0.1, -0.2, 0.5], [-0.4, 0.3, -0.5], [0.4, 0.0, -1.1], [-0.3, 0.1, -0.1], [-0.5, 0.1, -0.5], [-2.7, 1.4, -1.4], [0.6, -2.1, 1.0], [2.5, -0.3, -1.2], [-0.9, 1.1, 0.1], [-2.3, 0.5, 0.5], [2.7, -0.1, 1.0], [0.9, 0.2, -0.4], [-0.1, -0.4, -1.0], [-2.3, 0.0, -0.1], [0.6, -0.2, 0.9], [-0.3, 0.1, -0.2], [0.8, 0.1, -0.3], [-0.3, 0.3, -0.7], [-0.6, 0.5, 1.3], [0.3, -0.7, 0.5], [-0.3, -0.1, 0.0], [0.3, -0.5, -0.3], [-0.3, -0.1, -0.4], [-0.5, 0.0, -0.2], [-0.2, 0.3, -0.4], [0.1, -0.5, 0.2], [0.7, 0.3, 0.9], [-0.1, -0.2, 0.4], [1.3, 0.4, -0.1], [0.8, 0.4, 0.7], [-0.6, 0.7, 0.2], [-2.4, -1.0, 0.7], [-0.6, -1.9, -1.7], [-0.5, 0.3, -1.0], [-0.8, 0.6, -1.1], [0.6, -0.4, 0.0], [-0.3, -0.1, 1.7], [0.4, 1.1, -0.9], [0.4, 0.0, -0.6], [-0.8, -0.3, -0.7], [-0.2, -0.4, 0.4], [1.3, 0.1, -0.4], [1.7, 0.3, -0.5], [0.2, 0.0, 0.7], [-0.4, 0.2, 0.8], [1.6, 1.1, 0.9], [0.6, 0.2, 0.3], [-0.4, 0.0, 1.0], [0.6, -0.2, 0.0], [-0.8, 0.3, -0.6], [0.1, 0.2, -0.4], [0.5, -0.3, 0.5], [-1.0, -0.7, -0.1], [-1.8, 1.1, -0.7], [-0.1, -0.5, 0.7], [1.7, -0.7, 0.3], [0.3, -0.3, -0.1], [-0.6, 0.2, 0.0], [0.2, 0.2, 0.3], [0.7, 0.2, 0.0], [0.1, -0.4, -0.3], [-0.7, 0.0, 0.4], [0.6, 0.1, -0.3], [-0.8, -0.5, 0.3], [0.3, 0.4, -0.3], [-0.2, 0.2, 0.3], [0.3, -0.2, -0.6], [0.0, 0.0, 0.4]],
  "mulliken_charge": [-1.664, 2.348, -1.577, 0.167, -0.672, -0.623, 0.434, 0.391, 0.354, -1.117, 0.776, 0.413, -0.121, 0.337, 0.379, 0.178, 0.246, -1.118, 0.225, -0.045, -0.444, 0.240, -0.521, 0.757, -0.302, 0.319, 0.469, 0.416, -0.133, 0.251, -0.044, -0.262, 0.310, -0.066, -1.286, 0.069, -0.314, -0.431, -0.474, 0.042, 0.330, 0.198, 0.382, 0.469, 0.386, 0.129, 0.251, 0.132, 0.255, -0.250, 0.252, -2.199, 3.492, -0.060, 1.459, 1.196, -0.195, 0.344, -0.013, 0.353, -1.723, -0.587, -0.509, -0.973, -0.581, 0.053, 0.357, -0.163, -2.082, 1.721, -0.959, -0.426, -0.769, 1.452, 0.429, 0.484, 0.239, -0.551, 0.639, 0.349, 0.272, 0.286, 0.296, -0.636, -0.547, -0.836, -0.180, -0.662, -0.792, 1.085, -0.914, -0.748, 0.120, -1.020, 0.316, 0.298, 0.248, 0.445, 0.240, 0.455, 0.256, -0.548, 0.603, -0.125, 0.694, -0.152, 0.197, 0.190, 0.358, -0.721, 0.042, 0.985, -1.821, 0.504, -0.922, 1.044, -0.369, -0.593, 0.263, 0.427, -0.061, -0.029, -0.071, 0.420, 0.555, -0.501, 0.320, 0.466, 0.229, -0.675, 0.213, 0.225, 0.252, -0.748, -0.331, -0.446, -0.779, -0.194, -0.818, -0.670, -0.143, -0.204, 0.233, 0.316, 0.336, 0.350, 0.367, 0.339, 0.362, 0.232, 0.161, 0.460, 0.415, 0.392, -0.416, 0.442, 0.271, -0.385, -0.573, 1.523, -0.431, 0.253, -0.532, -0.258, -0.301, -0.801, -0.094, 0.468, 0.190, -0.467, -0.729, -0.222, 0.394, 0.247, 0.015, 0.322, 0.425, 0.074, 0.294, 0.328, 0.222, -0.877, -0.293, -0.788, -0.548, 0.827, -1.001, -0.608, -0.185, -0.528, 0.319, 0.271, 0.336, 0.232, 0.577, -0.033, 0.552, -0.468, 0.485, 0.306, 0.360, 0.271, 0.133, -0.039, 0.395, -0.904, -0.176, -0.426, 0.597, -0.262, 0.228, -0.972, -0.472, -0.874, 0.289, 0.334, 0.272, 0.049, 0.327, 0.382, -0.529, 0.277, 0.416, -0.436, 0.478, 0.605, 0.292, 0.291, 0.365, 0.364, 0.102, -0.072, -0.212, -0.064, 0.159, -0.316, 0.206, -0.157, -0.793, 0.295, 0.092, -0.576, 0.277, 0.359]
}